(1)
A cluster of 15 separate species, C35H93N11O38P4 in total in a non-equilibrium geometry, computed with ωB97M-V/def2-TZVPD.

CARTESIAN COORDINATES (ANGSTROEM)
C1 5.858 -1.364 -2.212
C2 5.399 -2.320 -1.098
O1 4.712 -3.403 -1.633
P1 3.732 -4.373 -0.762
O2 2.574 -3.617 -0.137
O3 4.703 -5.099 0.332
C3 5.698 -5.986 -0.130
C4 6.566 -6.417 1.058
O4 3.373 -5.589 -1.797
C5 2.544 -5.406 -2.927
C6 1.040 -5.337 -2.503
H1 6.200 -0.443 -1.741
H2 6.615 -1.779 -2.878
H3 5.089 -1.142 -2.952
H4 6.250 -2.637 -0.496
H5 4.699 -1.792 -0.450
H6 5.230 -6.868 -0.569
H7 6.321 -5.519 -0.893
H8 7.030 -5.484 1.378
H9 6.072 -6.777 1.961
H10 7.324 -7.107 0.689
H11 2.871 -4.552 -3.520
H12 2.668 -6.279 -3.568
H13 0.266 -5.107 -3.235
H14 0.816 -6.175 -1.843
H15 0.976 -4.469 -1.847
C7 -4.625 -0.296 -1.402
C8 -3.231 0.173 -1.610
O5 -2.569 -0.862 -2.339
P2 -2.184 -0.641 -3.902
O6 -1.261 0.471 -4.221
O7 -1.605 -2.131 -4.286
C9 -2.334 -3.322 -4.148
C10 -2.420 -3.823 -2.715
O8 -3.659 -0.467 -4.607
C11 -3.765 -0.351 -6.018
C12 -4.986 0.318 -6.646
H16 -5.070 -0.778 -2.273
H17 -4.700 -0.995 -0.569
H18 -5.311 0.498 -1.110
H19 -3.331 1.111 -2.155
H20 -2.823 0.441 -0.635
H21 -3.338 -3.179 -4.548
H22 -1.928 -4.137 -4.747
H23 -3.140 -3.229 -2.152
H24 -2.625 -4.885 -2.579
H25 -1.473 -3.595 -2.227
H26 -2.834 0.099 -6.362
H27 -3.810 -1.394 -6.331
H28 -4.839 0.490 -7.712
H29 -5.909 -0.261 -6.635
H30 -5.308 1.261 -6.205
C13 1.766 0.467 -2.329
C14 1.698 -0.419 -1.091
O9 1.123 0.279 -0.045
P3 1.223 -0.223 1.502
O10 2.575 -0.178 2.086
O11 0.133 0.758 2.214
C15 0.440 1.887 2.973
C16 -0.941 2.541 3.239
O12 0.446 -1.621 1.468
C17 -1.016 -1.688 1.362
C18 -1.363 -3.095 0.828
H31 2.292 1.368 -2.013
H32 2.320 0.085 -3.186
H33 0.778 0.762 -2.684
H34 1.200 -1.363 -1.313
H35 2.748 -0.570 -0.843
H36 0.967 1.615 3.887
H37 1.126 2.544 2.438
H38 -0.809 3.324 3.986
H39 -1.498 2.810 2.341
H40 -1.491 1.714 3.688
H41 -1.351 -1.440 2.369
H42 -1.323 -0.909 0.664
H43 -0.878 -3.187 -0.144
H44 -0.865 -3.850 1.435
H45 -2.442 -3.226 0.904
C19 -0.092 3.634 -1.098
C20 -0.875 3.557 -2.395
O13 -1.206 4.824 -2.960
P4 -2.681 5.102 -3.533
O14 -3.773 4.448 -2.780
O15 -2.740 6.704 -3.656
C21 -3.581 7.463 -2.773
C22 -2.997 7.651 -1.341
O16 -2.684 4.660 -5.078
C23 -2.439 3.337 -5.565
C24 -2.669 3.318 -7.111
H46 0.037 2.637 -0.678
H47 0.891 4.038 -1.341
H48 -0.650 4.270 -0.411
H49 -0.408 2.931 -3.156
H50 -1.806 3.015 -2.225
H51 -3.857 8.419 -3.218
H52 -4.570 7.005 -2.790
H53 -3.576 8.379 -0.774
H54 -2.840 6.721 -0.795
H55 -2.028 8.149 -1.380
H56 -1.398 3.062 -5.397
H57 -3.024 2.506 -5.172
H58 -1.971 3.994 -7.605
H59 -2.373 2.340 -7.491
H60 -3.650 3.655 -7.447
C25 4.680 1.619 4.275
N1 5.183 0.683 5.291
O17 6.347 0.831 5.708
O18 4.456 -0.203 5.636
H61 4.790 2.590 4.759
H62 3.633 1.473 4.007
H63 5.337 1.412 3.431
C26 2.179 -2.421 4.917
N2 0.962 -1.771 5.469
O19 -0.105 -2.421 5.347
O20 1.065 -0.668 6.029
H64 1.944 -2.852 3.944
H65 2.607 -3.073 5.679
H66 2.799 -1.554 4.687
C27 -2.927 -3.378 6.038
N3 -2.698 -4.349 4.915
O21 -2.347 -5.470 5.327
O22 -2.757 -3.913 3.795
H67 -2.549 -3.869 6.935
H68 -3.977 -3.149 6.219
H69 -2.340 -2.465 5.937
C28 -2.002 0.884 6.541
N4 -1.085 2.037 6.847
O23 0.057 2.046 6.371
O24 -1.614 3.026 7.363
H70 -2.947 0.856 7.085
H71 -1.449 -0.042 6.696
H72 -2.272 1.078 5.503
C29 -4.315 -6.070 1.614
N5 -3.980 -6.028 0.139
O25 -3.577 -7.033 -0.374
O26 -4.264 -4.983 -0.419
H73 -3.511 -6.446 2.247
H74 -5.215 -6.670 1.746
H75 -4.498 -5.043 1.933
C30 5.742 -2.204 2.767
N6 6.747 -1.208 2.326
O27 6.478 -0.627 1.284
O28 7.777 -1.043 2.974
H76 4.778 -1.717 2.914
H77 5.981 -2.594 3.757
H78 5.568 -2.946 1.988
C31 -4.861 -1.486 3.346
N7 -5.071 -0.247 2.582
O29 -6.211 -0.124 2.158
O30 -4.074 0.430 2.278
H79 -4.211 -1.164 4.159
H80 -4.308 -2.131 2.663
H81 -5.832 -1.862 3.668
C32 -4.884 2.943 0.180
N8 -4.435 4.230 0.839
O31 -5.244 5.068 1.002
O32 -3.244 4.290 1.206
H82 -5.085 3.208 -0.858
H83 -5.750 2.517 0.686
H84 -4.023 2.279 0.264
C33 3.508 3.063 0.957
N9 3.915 3.496 -0.382
O33 3.339 4.463 -0.915
O34 4.778 2.791 -0.960
H85 2.806 2.238 0.831
H86 2.915 3.822 1.467
H87 4.329 2.665 1.554
C34 2.356 5.339 4.463
N10 1.157 5.808 3.701
O35 1.178 5.610 2.499
O36 0.128 6.189 4.370
H88 2.627 4.344 4.111
H89 2.024 5.314 5.501
H90 3.098 6.136 4.407
C35 3.676 3.127 -6.336
N11 3.485 2.098 -5.265
O37 3.205 2.535 -4.103
O38 3.639 0.880 -5.537
H91 4.363 3.904 -6.001
H92 2.695 3.558 -6.535
H93 3.885 2.670 -7.303

Output
HOMO = -10.05 eV
HOMO-LUMO gap = 9.440 eV
Energy relative to the best compared isomer or geometry (same formula, charge and spin) = 0.0 kJ/mol
LUMO level = -0.609 eV

Löwdin population analysis, charges in e, atoms 1 to 99: C -0.0424; C -0.3056; O -0.1933; P 0.5560; O -0.2589; O -0.1905; C -0.2975; C -0.0607; O -0.1930; C -0.2496; C -0.0548; H 0.0786; H 0.0732; H 0.0715; H 0.1079; H 0.0941; H 0.1121; H 0.1205; H 0.0674; H 0.0794; H 0.0803; H 0.1174; H 0.1132; H 0.0646; H 0.0839; H 0.0393; C -0.0723; C -0.2723; O -0.1863; P 0.5315; O -0.2268; O -0.1689; C -0.2832; C -0.0823; O -0.2004; C -0.2729; C -0.0659; H 0.0848; H 0.0716; H 0.0700; H 0.1086; H 0.1076; H 0.1099; H 0.1165; H 0.0574; H 0.0779; H 0.0528; H 0.1028; H 0.1130; H 0.0795; H 0.0702; H 0.0746; C -0.0528; C -0.2897; O -0.1913; P 0.4830; O -0.2318; O -0.1921; C -0.2699; C -0.0228; O -0.1996; C -0.2081; C -0.0358; H 0.0573; H 0.0704; H 0.0532; H 0.1163; H 0.1048; H 0.0993; H 0.0897; H 0.0734; H 0.0668; H 0.0479; H 0.1065; H 0.1003; H 0.0632; H 0.0803; H 0.0615; C -0.0340; C -0.2773; O -0.1612; P 0.4493; O -0.2454; O -0.1714; C -0.2509; C -0.0514; O -0.1734; C -0.2479; C -0.0639; H 0.0656; H 0.0636; H 0.0786; H 0.0999; H 0.0881; H 0.1117; H 0.1038; H 0.0740; H 0.0620; H 0.0730

***

(2)
A cluster of 12 separate species, C49H66F5N3O14 in total in a non-equilibrium geometry, computed with ωB97M-V/def2-TZVPD.

CARTESIAN COORDINATES (ANGSTROEM)
C1 -0.814 2.087 4.309
N1 -0.199 0.877 3.636
O1 1.016 0.769 3.750
O2 -0.854 0.115 2.959
H1 -0.967 2.736 3.447
H2 -0.119 2.438 5.072
H3 -1.792 1.826 4.713
C2 7.128 -2.052 -3.905
N2 6.296 -1.309 -2.901
O3 5.150 -1.624 -2.760
O4 6.909 -0.494 -2.225
H4 7.690 -1.304 -4.465
H5 6.476 -2.677 -4.515
H6 7.827 -2.672 -3.343
C3 2.528 -3.411 -3.580
N3 3.402 -4.536 -3.925
O5 2.902 -5.652 -3.987
O6 4.621 -4.349 -4.042
H7 2.834 -3.196 -2.556
H8 1.488 -3.733 -3.539
H9 2.741 -2.609 -4.287
O7 4.839 -3.135 1.480
C4 5.564 -2.309 2.049
O8 6.345 -2.648 3.101
C5 6.309 -3.974 3.546
C6 6.572 -3.991 5.067
C7 5.741 -0.869 1.675
H10 7.155 -4.497 3.100
H11 5.348 -4.436 3.318
H12 7.599 -3.676 5.252
H13 6.349 -4.943 5.548
H14 5.937 -3.336 5.663
H15 5.647 -0.237 2.559
H16 4.875 -0.687 1.039
H17 6.701 -0.680 1.195
O9 -7.223 -0.374 2.681
C8 -7.231 0.837 2.242
O10 -6.105 1.520 1.798
C9 -4.774 0.974 1.716
C10 -3.629 2.016 1.969
C11 -8.443 1.630 2.210
H18 -4.764 0.560 0.708
H19 -4.691 0.143 2.416
H20 -3.703 2.343 3.006
H21 -3.741 2.972 1.459
H22 -2.704 1.439 1.949
H23 -8.360 2.307 1.359
H24 -8.556 2.202 3.130
H25 -9.323 1.017 2.016
O11 3.606 2.671 -0.280
C12 3.022 2.976 0.728
O12 2.295 4.093 0.876
C13 2.175 5.119 -0.118
C14 3.285 6.146 0.123
C15 3.078 2.080 1.934
H26 1.219 5.632 -0.014
H27 2.254 4.790 -1.154
H28 3.115 6.987 -0.550
H29 4.218 5.637 -0.121
H30 3.450 6.382 1.174
H31 2.418 1.214 1.882
H32 2.974 2.673 2.843
H33 4.085 1.666 1.975
O13 0.646 -1.709 -1.526
C16 1.331 -0.885 -0.873
O14 0.943 0.274 -0.528
C17 -0.261 0.799 -1.016
C18 -0.333 2.070 -0.176
C19 2.677 -1.310 -0.306
H34 -1.117 0.167 -0.781
H35 -0.273 1.075 -2.070
H36 0.456 2.779 -0.426
H37 -0.306 1.925 0.904
H38 -1.254 2.597 -0.424
H39 2.686 -1.165 0.774
H40 3.454 -0.748 -0.825
H41 2.815 -2.373 -0.501
F1 -2.794 2.611 -2.317
C20 -3.875 1.803 -2.173
C21 -5.148 2.306 -1.853
C22 -6.182 1.408 -1.574
C23 -6.043 0.062 -1.899
C24 -4.824 -0.400 -2.428
C25 -3.697 0.445 -2.441
H42 -5.297 3.351 -1.622
H43 -7.161 1.702 -1.227
H44 -6.896 -0.597 -1.830
H45 -4.802 -1.439 -2.721
H46 -2.769 0.080 -2.855
F2 -1.661 -0.014 -5.762
C26 -0.739 0.590 -4.985
C27 -0.889 1.957 -4.781
C28 0.157 2.740 -4.194
C29 1.364 2.105 -3.923
C30 1.490 0.702 -4.105
C31 0.439 -0.016 -4.697
H47 -1.803 2.404 -5.146
H48 0.069 3.812 -4.100
H49 2.235 2.694 -3.678
H50 2.377 0.132 -3.868
H51 0.558 -1.080 -4.838
F3 0.191 -8.273 -0.630
C32 0.608 -7.088 -0.128
C33 1.874 -7.000 0.387
C34 2.321 -5.772 0.841
C35 1.547 -4.592 0.779
C36 0.229 -4.708 0.330
C37 -0.301 -5.977 -0.069
H52 2.522 -7.862 0.330
H53 3.323 -5.661 1.229
H54 2.036 -3.687 1.107
H55 -0.367 -3.810 0.260
H56 -1.300 -6.104 -0.458
F4 -1.831 5.165 3.450
C38 -2.278 5.366 2.166
C39 -1.504 5.009 1.060
C40 -2.020 5.100 -0.240
C41 -3.317 5.640 -0.396
C42 -4.048 5.977 0.689
C43 -3.565 5.842 1.980
H57 -0.541 4.582 1.299
H58 -1.476 4.805 -1.125
H59 -3.595 5.733 -1.436
H60 -5.048 6.341 0.504
H61 -4.174 6.244 2.775
F5 -5.660 -4.582 1.489
C44 -4.622 -3.760 1.214
C45 -3.839 -3.237 2.290
C46 -2.734 -2.503 1.993
C47 -2.360 -2.161 0.733
C48 -3.132 -2.605 -0.325
C49 -4.333 -3.338 -0.109
H62 -4.039 -3.510 3.316
H63 -2.126 -2.320 2.867
H64 -1.408 -1.691 0.532
H65 -2.904 -2.274 -1.328
H66 -4.895 -3.610 -0.990

Output
2S+1 = 2
Net charge = +1
HOMO (spin up / spin down) = -11.06 / -11.06 eV
HOMO-LUMO gap (spin up / spin down) = 7.255 / 3.098 eV
LUMO level (spin up / spin down) = -3.805 / -7.961 eV

Löwdin population analysis, charges in e, atoms 1 to 99: C 0.0738; N -0.4161; O 0.0382; O 0.0420; H 0.0793; H 0.1063; H 0.1004; C 0.0554; N -0.4408; O 0.0554; O 0.0601; H 0.1014; H 0.0792; H 0.1051; C 0.0321; N -0.4266; O 0.0555; O 0.0419; H 0.0776; H 0.0999; H 0.1043; O 0.0398; C -0.4738; O -0.0064; C -0.2311; C -0.0604; C 0.0417; H 0.1286; H 0.1071; H 0.0777; H 0.0752; H 0.0742; H 0.0927; H 0.0567; H 0.1056; O 0.0239; C -0.4486; O -0.0479; C -0.1803; C -0.0283; C 0.0004; H 0.1006; H 0.1119; H 0.0687; H 0.0636; H 0.0490; H 0.0854; H 0.1039; H 0.0995; O 0.0976; C -0.5435; O -0.0314; C -0.2202; C -0.0570; C 0.0243; H 0.1039; H 0.1168; H 0.0841; H 0.0759; H 0.0829; H 0.0626; H 0.0901; H 0.0745; O 0.0262; C -0.5303; O 0.0305; C -0.1756; C -0.0372; C 0.0204; H 0.1098; H 0.0999; H 0.0742; H 0.0706; H 0.0490; H 0.0847; H 0.0893; H 0.0532; F 0.0380; C -0.2528; C 0.0010; C -0.0871; C -0.0829; C -0.0734; C -0.0156; H 0.1082; H 0.1062; H 0.1058; H 0.0966; H 0.1012; F 0.0632; C -0.3100; C -0.0045; C -0.0642; C -0.0856; C -0.0632; C -0.0277; H 0.1172; H 0.1034; H 0.1029

***

| no. | energy (eV) |
| --- | --- |
| 1 | -169132.7861 |
| 2 | -98588.3608 |